No. 1
H4NOPS2 | ωB97M-V/def2-TZVPD

Each line ends with the Löwdin charge.
Geometry (Å):
N  0.75  -1.00  0.77  -0.13
O  0.10  -0.13  -1.66  -0.42
P  -0.15  0.02  -0.21  -0.07
S  -2.14  -0.35  0.42  0.43
S  0.31  2.05  0.28  0.48
H  0.83  -1.10  1.78  0.08
H  1.57  -1.22  0.38  -0.01
H  -2.25  -0.13  -0.99  -0.11
H  0.98  1.86  -0.78  -0.24

Summary:
HOMO energy: -9.6 eV
total energy: -1270.17154 a.u.
energy relative to the best compared isomer or geometry (same formula, charge and spin): 63.9 kJ/mol
LUMO level: 0.545 eV
gap between HOMO and LUMO: 10.19 eV

No. 2
H4NPSi | ωB97M-V/def2-TZVPD

Each line ends with the Löwdin charge.
Geometry (Å):
N  -0.27  0.69  0.26  -0.50
Si  -0.52  -1.02  0.03  0.35
P  1.41  1.83  -0.04  0.69
H  -0.98  -1.12  -1.33  -0.10
H  0.86  -1.55  0.15  -0.11
H  -1.36  -1.96  0.91  -0.09
H  0.86  3.13  0.02  -0.24

Summary:
HOMO energy (spin up / spin down): -9.5 / -9.1 eV
total energy: -687.84250 a.u.
energy relative to the best compared isomer or geometry (same formula, charge and spin): 277.9 kJ/mol
LUMO level (spin up / spin down): -1.624 / -1.218 eV
gap between HOMO and LUMO (spin up / spin down): 7.90 / 7.84 eV